1.
The molecule C3H3ClOS in a non-equilibrium geometry, computed with ωB97M-V with the def2-TZVPD basis set.

Results
- max |F| (eV/Å) = 4.92
- frontier orbital gap (eV) = 9.34
- energy (eV) = -28561.51119
- relative energy (zero: lowest compared OMol25 entry of this formula, charge and spin) (kcal/mol) = 61.6

```
! wB97M-V def2-TZVPD RIJCOSX def2/J DEFGRID3
* xyz 0 1
O 1.32 1.64 -0.14
C 1.14 0.45 -0.11
S 2.31 -0.73 0.01
C -0.23 -0.17 -0.04
C -1.25 0.76 0.31
Cl -2.69 -0.38 -0.08
H 1.86 -1.85 0.80
H -0.41 -1.31 -0.25
H -1.19 1.93 0.74
*
```

***

2.
The molecule C3H3ClOS in a non-equilibrium geometry, computed with ωB97M-V with the def2-TZVPD basis set.

Results
- max |F| (eV/Å) = 2.21
- frontier orbital gap (eV) = 9.75
- energy (eV) = -28563.64739
- relative energy (zero: lowest compared OMol25 entry of this formula, charge and spin) (kcal/mol) = 12.4

```
! wB97M-V def2-TZVPD RIJCOSX def2/J DEFGRID3
* xyz 0 1
O 1.71 0.92 -1.59
C 0.97 0.42 -0.76
S 1.29 0.71 0.95
C -0.17 -0.43 -1.30
C -1.26 -0.94 -0.68
Cl -1.78 -0.62 0.93
H 0.92 -0.40 1.62
H -0.06 -0.59 -2.36
H -2.06 -1.50 -1.16
*
```

***

3.
The molecule C3H3ClOS in a non-equilibrium geometry, computed with ωB97M-V with the def2-TZVPD basis set.

Results
- max |F| (eV/Å) = 4.60
- frontier orbital gap (eV) = 7.94
- energy (eV) = -28562.28394
- relative energy (zero: lowest compared OMol25 entry of this formula, charge and spin) (kcal/mol) = 43.8

```
! wB97M-V def2-TZVPD RIJCOSX def2/J DEFGRID3
* xyz 0 1
O 0.21 1.64 0.83
C -0.74 0.77 0.49
S -2.31 1.19 1.02
C -0.60 -0.50 -0.43
C 0.62 -1.00 -0.76
Cl 2.07 -0.10 -0.30
H 1.24 1.20 0.99
H -1.35 -1.13 -0.81
H 0.85 -2.06 -1.03
*
```

***

4.
A structure of composition C3H3CoLiO in a non-equilibrium geometry, computed with ωB97M-V with the def2-TZVPD basis set.

Results
- max |F| (eV/Å) = 5.20
- frontier orbital gap (spin up / spin down) (eV) = 5.01 / 7.50
- energy (eV) = -43012.42478
- <S²> = 8.77

```
! wB97M-V def2-TZVPD RIJCOSX def2/J DEFGRID3
* xyz 2 6
C -1.26 0.78 0.46
O -1.79 -0.21 0.99
Li -0.70 -1.71 0.45
H -1.85 1.63 0.05
Co 2.68 0.42 -1.19
C 0.43 0.34 -0.47
C 1.17 -0.73 0.03
H -0.10 0.17 -1.42
H 1.42 -0.69 1.10
*
```

***

5.
A structure of composition C3H3CoO3 in a non-equilibrium geometry, computed with ωB97M-V with the def2-TZVPD basis set.

Results
- max |F| (eV/Å) = 2.71
- frontier orbital gap (spin up / spin down) (eV) = 5.13 / 4.61
- energy (eV) = -46912.34324
- relative energy (zero: lowest compared OMol25 entry of this formula, charge and spin) (kcal/mol) = 123.5
- <S²> = 8.77

```
! wB97M-V def2-TZVPD RIJCOSX def2/J DEFGRID3
* xyz 1 6
H 0.59 0.46 1.03
O -1.59 -1.18 -0.19
C -0.91 -0.51 -0.92
O 0.01 0.36 -0.64
O -1.01 -0.57 -2.28
Co 0.18 1.15 -2.49
H -1.68 -1.21 -2.62
C 1.04 0.57 2.23
C 1.17 0.61 3.47
H 2.20 0.32 2.41
*
```

***

6.
A structure of composition C3H3CoO4 in a non-equilibrium geometry, computed with ωB97M-V with the def2-TZVPD basis set.

Results
- max |F| (eV/Å) = 4.58
- frontier orbital gap (spin up / spin down) (eV) = 11.65 / 8.49
- energy (eV) = -48954.43174
- relative energy (zero: lowest compared OMol25 entry of this formula, charge and spin) (kcal/mol) = 0.0
- <S²> = 6.01

```
! wB97M-V def2-TZVPD RIJCOSX def2/J DEFGRID3
* xyz 2 5
C 1.62 -0.76 -0.07
C 0.48 -1.69 0.26
O -0.59 -1.04 0.75
O 1.43 0.45 0.00
H 2.57 -1.17 -0.43
H 0.17 -2.29 -0.63
Co -0.19 0.98 0.95
O -3.00 3.14 -1.13
O -1.17 2.27 -0.02
C -2.11 2.61 -0.64
H 0.79 -2.50 0.96
*
```

***

Look up the energy of the second one. -28563.64739 eV

***

Look up the energy of the third one. -28562.28394 eV

***

Which value of energy does entry 2 give? -28563.64739 eV